Entry 1:
{
  "formula": "C25H22F4N4O4RuSSe",
  "method": "the ωB97M-V functional and the def2-TZVPD basis",
  "e_above_lowest_kj_mol": 226.7,
  "charge": -1,
  "multiplicity": 2,
  "species": ["Ru", "C", "N", "C", "C", "C", "N", "C", "C", "F", "C", "F", "C", "C", "F", "C", "F", "H", "H", "H", "H", "H", "H", "H", "H", "H", "H", "H", "O", "C", "C", "O", "O", "C", "C", "C", "C", "C", "C", "C", "C", "C", "C", "C", "C", "H", "H", "H", "H", "H", "H", "H", "H", "H", "H", "H", "Se", "C", "N", "O", "S", "N"],
  "coordinates": [[0.2641, 1.3563, -0.9260], [3.5140, 1.5906, -0.7868], [2.5246, 0.7616, -1.4637], [2.5203, -0.5810, -0.8883], [2.7405, 0.7173, -2.9184], [1.4906, 1.1948, -3.6828], [0.3143, 0.7072, -3.0079], [-0.8435, 0.5591, -3.6543], [-1.8772, -0.1556, -2.9870], [-1.5654, -0.6731, -1.7692], [-3.1290, -0.3527, -3.5171], [-4.0564, -1.0458, -2.8241], [-3.4461, 0.1035, -4.7905], [-2.4500, 0.7632, -5.4889], [-2.7022, 1.1552, -6.7570], [-1.1964, 0.9979, -4.9588], [-0.3047, 1.6561, -5.7381], [3.5518, 2.5816, -1.2419], [4.5139, 1.1350, -0.8342], [3.2213, 1.7050, 0.2572], [3.4955, -1.0720, -1.0340], [1.7346, -1.1815, -1.3542], [2.3196, -0.5209, 0.1829], [2.9793, -0.3118, -3.2116], [3.5823, 1.3584, -3.1988], [1.4848, 2.2963, -3.7241], [1.5441, 0.8190, -4.7132], [-4.4210, -0.0413, -5.2193], [-0.3906, -0.5645, 0.7482], [-0.1039, -0.4610, 2.1261], [0.6507, 0.9607, 2.3443], [0.8475, 1.3457, 3.4784], [1.0088, 1.4880, 1.2699], [0.8526, -1.5614, 2.5390], [0.9435, -2.7165, 1.7686], [1.7289, -3.7799, 2.1733], [2.4411, -3.7120, 3.3574], [2.3901, -2.5526, 4.1109], [1.6140, -1.4834, 3.7020], [-1.3654, -0.5255, 2.9649], [-2.5938, -0.8042, 2.3704], [-3.7604, -0.7840, 3.1094], [-3.7256, -0.5062, 4.4627], [-2.5067, -0.2673, 5.0707], [-1.3382, -0.2794, 4.3323], [-1.2257, -0.0793, 0.6132], [0.3771, -2.7776, 0.8536], [1.7735, -4.6735, 1.5656], [3.0280, -4.5567, 3.6899], [2.9592, -2.4810, 5.0278], [1.6124, -0.5797, 4.2879], [-2.6631, -1.0444, 1.3199], [-4.7002, -0.9679, 2.6086], [-4.6417, -0.4776, 5.0343], [-2.4630, -0.0449, 6.1274], [-0.4069, -0.0588, 4.8212], [0.9718, 3.9214, -1.1752], [-0.2819, 3.9763, -2.4620], [-1.0441, 4.0887, -3.3198], [-2.3074, 1.8255, 1.6104], [-1.8716, 2.7124, 0.5018], [-1.6127, 1.8983, -0.7830]],
  "forces_ev_per_angstrom": [[3.7, 0.4, -1.1], [0.2, 0.3, 0.3], [-1.0, 0.2, 0.6], [0.1, -0.5, 0.2], [-0.5, 0.1, -0.6], [0.3, 0.3, 0.0], [0.6, 0.6, 2.2], [-1.6, -0.2, -0.7], [0.3, 0.1, 0.1], [-0.3, -0.1, -0.4], [0.1, 0.0, -0.2], [0.2, 0.1, 0.0], [0.3, 0.2, 0.1], [-0.2, -0.3, 0.1], [0.1, 0.1, 0.2], [0.2, -0.1, 0.3], [-0.1, 0.0, 0.1], [0.0, -0.1, 0.0], [-0.1, 0.0, -0.1], [0.0, 0.0, 0.0], [-0.1, 0.0, 0.0], [0.1, 0.1, 0.0], [0.0, 0.0, -0.1], [0.0, 0.1, 0.1], [0.0, -0.1, 0.1], [0.1, -0.2, -0.1], [0.0, 0.1, 0.2], [-0.1, -0.1, -0.1], [-0.6, -0.5, -0.4], [0.7, 1.3, 0.5], [-1.2, -1.9, 0.4], [0.3, 0.4, 0.4], [0.2, 1.4, -2.4], [0.1, -0.3, -0.2], [-0.2, 0.1, 0.0], [0.1, -0.2, 0.0], [0.1, -0.1, 0.0], [0.1, -0.1, 0.0], [0.0, 0.1, 0.1], [-0.3, -0.2, -0.1], [0.2, -0.3, 0.1], [-0.1, -0.1, -0.1], [-0.1, 0.0, 0.0], [0.0, 0.0, 0.1], [0.0, 0.0, 0.0], [0.1, -0.1, -0.1], [-0.1, 0.0, -0.1], [0.0, -0.1, 0.0], [0.1, 0.0, 0.0], [0.0, 0.0, 0.0], [-0.1, 0.1, 0.0], [0.0, 0.0, -0.1], [-0.1, -0.1, 0.0], [-0.1, 0.0, 0.1], [0.0, 0.0, 0.1], [0.1, 0.0, 0.0], [0.1, -1.8, 0.7], [-0.4, 0.6, -0.8], [-0.2, 0.0, -0.2], [0.4, 1.7, -0.8], [-0.7, -2.8, -1.1], [-0.7, 1.6, 2.6]],
  "mulliken_charge": [0.668, -1.379, 1.180, -1.114, -1.292, -0.842, 0.168, 0.687, -0.255, -0.096, 0.007, -0.333, -0.706, 0.258, -0.336, 0.414, -0.375, 0.464, 0.353, 0.158, 0.360, 0.299, 0.275, 0.376, 0.410, 0.381, 0.465, 0.492, -0.063, 3.155, -0.277, -0.705, -0.317, -0.719, -0.042, -0.944, -0.432, -0.976, -0.364, -0.476, 0.109, -0.946, -0.550, -1.001, -0.241, 0.143, 0.397, 0.408, 0.392, 0.395, 0.412, 0.388, 0.413, 0.381, 0.390, 0.249, -0.069, 0.306, -0.591, -0.323, 0.257, -0.448]
}

=====

Entry 2:
{
  "formula": "C28H39N5O6",
  "method": "the ωB97M-V functional and the def2-TZVPD basis",
  "e_above_lowest_kj_mol": 15.7,
  "smiles": "CC(C)C[C@H](NC(=O)c1nc[nH]c1C(=O)NC1CCN(C(=O)OC(C)(C)C)CC1)C(=O)OCc1ccccc1",
  "multiplicity": 1,
  "species": ["C", "C", "C", "C", "C", "N", "C", "O", "C", "N", "C", "N", "C", "C", "O", "N", "C", "C", "C", "N", "C", "O", "O", "C", "C", "C", "C", "C", "C", "C", "O", "O", "C", "C", "C", "C", "C", "C", "C", "H", "H", "H", "H", "H", "H", "H", "H", "H", "H", "H", "H", "H", "H", "H", "H", "H", "H", "H", "H", "H", "H", "H", "H", "H", "H", "H", "H", "H", "H", "H", "H", "H", "H", "H", "H", "H", "H", "H"],
  "coordinates": [[-2.8812, -5.3442, -1.5182], [-3.0478, -4.4936, -0.2595], [-4.4864, -3.9899, -0.1586], [-2.0216, -3.3553, -0.2911], [-2.0315, -2.4631, 0.9551], [-3.0500, -1.4359, 0.8912], [-2.8185, -0.2713, 0.2774], [-1.7336, -0.0047, -0.2417], [-3.9677, 0.6408, 0.2941], [-5.1893, 0.1792, 0.7015], [-6.0053, 1.1926, 0.6269], [-5.3787, 2.3044, 0.1937], [-4.0722, 1.9857, -0.0328], [-3.1508, 3.0762, -0.4390], [-3.5681, 4.2242, -0.5080], [-1.9018, 2.6792, -0.6953], [-0.8061, 3.5860, -0.9462], [0.0613, 3.7377, 0.3126], [0.7787, 2.4274, 0.6398], [1.5577, 1.9938, -0.4989], [2.8953, 1.7983, -0.4954], [3.5068, 1.4048, -1.4678], [3.4326, 2.0722, 0.7080], [4.8524, 1.9228, 0.9308], [5.2830, 0.4715, 0.7187], [5.0352, 2.3231, 2.3962], [5.6361, 2.8648, 0.0168], [0.7943, 1.7893, -1.7120], [0.0581, 3.0725, -2.1020], [-0.6972, -1.7274, 1.2019], [-0.5522, -0.9744, 2.1313], [0.2537, -2.0825, 0.3567], [1.5287, -1.4407, 0.4927], [2.5997, -2.3699, -0.0010], [3.4229, -2.0038, -1.0571], [4.4117, -2.8670, -1.4979], [4.5753, -4.1044, -0.8996], [3.7491, -4.4781, 0.1472], [2.7684, -3.6131, 0.5969], [-3.1075, -4.7550, -2.4040], [-3.5530, -6.1991, -1.4943], [-1.8616, -5.7122, -1.6029], [-2.8375, -5.1244, 0.6124], [-4.6984, -3.5849, 0.8274], [-5.1799, -4.8095, -0.3344], [-4.6758, -3.2183, -0.9011], [-2.1924, -2.7257, -1.1659], [-1.0269, -3.7904, -0.3912], [-2.2186, -3.0656, 1.8517], [-3.9782, -1.5843, 1.2588], [-7.0467, 1.1532, 0.8762], [-5.7366, 3.2387, 0.0554], [-1.6792, 1.6879, -0.5847], [-1.2517, 4.5541, -1.2036], [0.7996, 4.5220, 0.1375], [-0.5638, 4.0339, 1.1559], [0.0502, 1.6460, 0.8863], [1.4432, 2.5610, 1.4917], [6.3191, 0.3502, 1.0219], [5.1867, 0.1994, -0.3278], [4.6601, -0.1965, 1.3101], [4.4557, 1.6631, 3.0362], [6.0832, 2.2562, 2.6720], [4.6917, 3.3428, 2.5500], [5.4769, 2.5916, -1.0225], [5.3070, 3.8911, 0.1665], [6.6965, 2.7969, 0.2429], [0.0799, 0.9746, -1.5529], [1.4937, 1.4978, -2.4977], [0.7867, 3.8425, -2.3607], [-0.5652, 2.8804, -2.9759], [1.6743, -1.1804, 1.5489], [1.5120, -0.5205, -0.0960], [3.2995, -1.0394, -1.5268], [5.0533, -2.5719, -2.3148], [5.3448, -4.7778, -1.2475], [3.8723, -5.4433, 0.6166], [2.1249, -3.9007, 1.4163]],
  "forces_ev_per_angstrom": [[0.0, 0.0, 0.3], [0.0, 0.2, -0.3], [0.2, -0.2, 0.1], [-0.1, -0.3, 0.3], [0.3, 0.1, -0.4], [-0.2, -0.1, 0.1], [-0.1, -0.2, 0.1], [0.1, 0.0, -0.2], [-0.4, 0.9, -0.2], [0.0, -0.3, 0.1], [-0.1, 0.0, 0.0], [0.2, 0.1, -0.1], [0.1, -0.5, 0.2], [0.2, -0.1, -0.1], [-0.2, 0.2, 0.0], [0.2, -0.2, 0.0], [0.1, 0.6, -0.1], [-0.1, -0.2, -0.1], [0.0, 0.3, 0.4], [-0.1, 0.0, 0.1], [-0.2, 0.0, 0.1], [0.4, -0.1, -0.2], [-0.2, 0.0, 0.0], [0.7, -0.1, 0.1], [-0.2, 0.2, -0.1], [-0.2, -0.1, -0.4], [-0.3, -0.1, 0.0], [0.1, 0.1, -0.4], [-0.1, -0.1, 0.2], [-0.3, 0.0, 0.7], [0.1, -0.1, 0.0], [0.2, -0.3, -0.3], [0.3, 0.2, 0.3], [-0.2, 0.0, -0.1], [-0.1, 0.0, 0.1], [0.1, 0.0, -0.1], [0.1, 0.0, -0.1], [0.0, -0.1, 0.1], [0.0, 0.0, 0.0], [0.0, 0.1, -0.2], [-0.1, -0.1, -0.1], [0.1, -0.1, -0.1], [0.0, 0.0, 0.0], [-0.1, 0.1, 0.1], [-0.1, 0.0, 0.0], [-0.1, 0.1, -0.1], [0.1, 0.0, -0.1], [0.0, 0.0, -0.1], [0.1, 0.1, -0.1], [0.1, 0.0, 0.0], [-0.2, 0.1, 0.0], [0.0, 0.0, 0.0], [-0.2, 0.0, 0.0], [0.1, -0.2, 0.0], [0.1, 0.0, 0.0], [0.0, 0.0, 0.0], [0.0, 0.0, 0.1], [-0.2, -0.1, -0.1], [0.1, 0.0, 0.1], [0.0, 0.0, 0.0], [0.0, -0.1, 0.1], [0.0, -0.1, 0.1], [0.1, 0.0, 0.0], [0.0, 0.1, 0.0], [0.1, 0.0, 0.0], [0.0, 0.1, 0.0], [0.1, 0.0, 0.1], [0.0, 0.0, 0.0], [-0.2, 0.0, 0.1], [0.0, 0.0, 0.0], [0.0, 0.0, 0.0], [0.0, 0.0, -0.2], [0.0, 0.0, 0.1], [0.0, 0.1, 0.0], [0.1, 0.0, -0.1], [0.1, -0.1, 0.0], [0.0, -0.1, 0.0], [-0.1, 0.0, 0.1]],
  "mulliken_charge": [-1.649, 0.863, -1.388, -1.093, 0.230, 0.039, 0.150, -0.924, 1.106, -0.650, -0.552, -0.048, -0.399, 0.662, -0.779, 0.214, -0.468, -1.176, -0.144, 0.491, 0.898, -0.711, -0.326, 1.565, -1.547, -1.853, -1.669, -0.570, -1.203, -0.062, -0.665, -0.040, 0.222, 0.321, -0.100, -0.763, -0.502, -0.614, -0.632, 0.358, 0.446, 0.406, 0.312, 0.260, 0.491, 0.288, 0.256, 0.396, 0.638, 0.420, 0.470, 0.224, 0.135, 0.489, 0.407, 0.516, -0.174, 0.443, 0.518, 0.315, 0.316, 0.395, 0.436, 0.413, 0.348, 0.374, 0.483, 0.019, 0.581, 0.485, 0.424, 0.553, -0.831, 0.507, 0.444, 0.389, 0.404, 0.408]
}